1.
14
Properties=species:S:1:pos:R:3:nbo_charge:R:1 method="wB97M-V/def2-TZVPD" charge=+1 homo_ev="-13.43 / -13.43" homo_lumo_gap_ev="7.74 / 7.74" e_tot_ev=-8265.9810
C -0.24317 1.79412 -0.02300 -0.008
C 0.92900 1.21231 -0.03935 -0.147
C -1.31000 -0.00714 -0.03288 0.193
C -2.56467 -0.35445 0.10164 -0.454
C 2.15881 -0.92225 0.09832 0.035
N -0.14200 -0.85160 -0.00111 -0.431
N 1.06621 -0.17354 -0.03805 -0.063
H -0.63702 2.70566 0.12023 0.234
H 1.85652 1.87515 -0.07980 0.276
H -2.76205 -1.38167 0.04561 0.229
H -3.42748 0.29234 -0.03077 0.263
H 2.22539 -1.94014 0.04549 0.225
H 3.07010 -0.53934 0.35226 0.223
H -0.21963 -1.70945 -0.51859 0.425

2.
74
Properties=species:S:1:pos:R:3:lowdin_charge:R:1 method="wB97M-V/def2-TZVPD" charge=-2 homo_ev=-3.30 homo_lumo_gap_ev=6.78 e_tot_ev=-148255.3697
Cs 2.31994 -0.50919 -1.46477 0.937
C 7.01660 -1.11320 -0.30275 -0.075
C 6.79978 0.18896 0.11712 -0.216
N 5.62869 0.35616 0.68200 0.054
N 5.06267 -0.86126 0.73659 -0.087
C 5.83643 -1.74228 0.13104 -0.130
B 4.06737 -1.10718 1.96751 -0.502
N 3.39909 -2.54078 1.65039 -0.061
C 3.60616 -3.65083 2.37307 -0.127
C 2.94353 -4.72866 1.78313 -0.081
C 2.37352 -4.12901 0.65141 -0.203
N 2.59860 -2.83654 0.61868 -0.026
N 3.09093 0.04109 2.15219 -0.056
C 3.14177 0.77330 3.24863 -0.122
C 2.16476 1.76312 3.17585 -0.067
C 1.45106 1.43071 1.98988 -0.193
N 2.06488 0.45101 1.36654 -0.060
H 7.80605 -1.63688 -0.79020 0.069
H 7.33398 1.09472 -0.15428 0.093
H 5.44632 -2.75612 0.05263 0.118
H 4.69568 -1.24223 2.92995 0.100
H 4.22589 -3.65737 3.26213 0.108
H 2.92111 -5.78555 2.05719 0.081
H 1.76306 -4.50476 -0.16642 0.100
H 3.78089 0.64493 4.09515 0.109
H 1.90367 2.55358 3.90332 0.096
H 0.61404 1.94419 1.47488 0.112
Cl -1.42944 -0.04945 3.87061 0.502
C -2.50935 1.05582 4.73556 -0.992
Cl -2.46406 1.00169 6.55302 0.421
H -3.53973 0.89221 4.43044 0.024
H -2.18583 2.06706 4.47346 -0.031
Cl -4.93780 3.92063 1.97543 0.449
C -3.71536 4.99064 2.87290 -0.658
C -3.00594 4.44969 3.91697 -0.137
C -2.06657 5.31049 4.47614 -0.722
Cl -1.20687 4.86627 5.96971 0.543
C -1.83367 6.60711 4.02931 -0.715
Cl -0.41087 7.53556 4.45026 0.588
C -2.65164 7.12208 2.99577 -0.699
Cl -2.35212 8.72916 2.36566 0.584
C -3.57405 6.28408 2.34921 -0.735
Cl -4.43335 6.86482 0.96412 0.606
O 1.52593 -0.17926 -4.42029 -0.479
S 0.27764 -0.94048 -4.64597 0.541
O 0.14727 -1.52287 -5.97710 -0.354
N 0.07001 -1.83652 -3.40478 -0.188
C -1.06417 -2.55131 -3.23600 -0.246
C -1.92702 -2.99009 -4.31182 -0.035
C -3.12734 -3.64646 -4.10306 -0.089
C -3.57156 -3.88951 -2.78822 -0.072
C -2.83915 -3.44590 -1.68024 -0.182
C -3.30877 -3.50684 -0.35156 -0.046
C -2.58439 -3.02739 0.67258 -0.055
C -1.29722 -2.47207 0.37545 -0.126
N -0.82261 -2.43359 -0.84166 0.100
C -1.56475 -2.83507 -1.87363 -0.167
C -1.03556 0.28408 -4.60009 -0.272
C -1.66379 0.57722 -5.78741 -0.080
C -2.65317 1.55613 -5.78855 -0.103
C -3.04390 2.21312 -4.62079 -0.112
C -2.40576 1.84734 -3.48563 -0.101
C -1.36465 0.92944 -3.43161 -0.043
H -1.57180 -2.73313 -5.25084 0.056
H -3.62064 -4.05673 -4.96575 0.088
H -4.53392 -4.35743 -2.57969 0.092
H -4.20847 -4.02102 -0.33232 0.085
H -3.04172 -2.98937 1.64443 0.094
H -0.64183 -2.05968 1.20370 0.116
H -1.26607 0.18177 -6.73432 0.115
H -3.17569 1.69693 -6.81855 0.124
H -3.91652 2.91668 -4.75650 0.120
H -2.70475 2.34844 -2.56878 0.111
H -0.80548 0.85575 -2.51043 0.112

Calculated energy above the lowest of the compared OMol25 structures with the same formula, charge and spin (kcal/mol), listed in the same order as above: 156.7, 14.7